A structure of composition C43H36N3O3PPt. Source: the Open Molecules 2025 dataset; level of theory: ωB97M-V with the def2-TZVPD basis set.

* max |F|: 0.40 eV/Å
* highest occupied orbital energy: -7.15 eV
* energy relative to the best compared isomer or geometry (same formula, charge and spin): 34.7 kJ/mol

Last column: Mulliken charge in e.
CARTESIAN COORDINATES (ANGSTROEM)
Pt (0.71313, -2.55648, -0.24059)  1.77
N (1.79972, -4.07131, 0.85148)  -0.56
C (3.03773, -3.83606, 1.56979)  0.63
C (3.62509, -4.86500, 2.25084)  -0.34
C (4.80961, -4.67372, 2.99087)  -0.75
C (5.38817, -3.44025, 3.04382)  -0.90
C (4.81182, -2.35623, 2.34288)  0.63
C (5.36165, -1.05234, 2.37832)  -0.61
C (4.75213, -0.04832, 1.69103)  -1.27
C (3.59907, -0.35195, 0.93053)  -0.17
N (3.07310, -1.54395, 0.86150)  0.21
C (3.63722, -2.54737, 1.57999)  -0.50
H (1.12604, -4.48515, 1.49006)  0.42
H (1.95351, -4.73440, 0.08095)  0.49
H (3.16102, -5.84420, 2.22883)  0.47
H (5.24579, -5.50971, 3.52071)  0.39
H (6.29119, -3.27294, 3.61803)  0.39
H (6.25830, -0.87381, 2.95978)  0.41
H (5.13284, 0.96351, 1.70745)  0.43
H (3.09042, 0.42733, 0.37211)  0.58
O (1.60457, -4.70445, -1.85628)  -0.81
C (0.91852, -3.68906, -1.84148)  -0.55
C (0.07934, -3.37361, -3.06103)  0.23
C (0.06480, -4.20991, -4.17258)  -0.47
C (-0.77102, -3.91605, -5.23555)  -0.57
C (-1.59858, -2.79615, -5.19026)  -0.69
C (-1.57844, -1.95591, -4.08914)  -0.49
C (-0.72868, -2.24331, -3.02672)  0.65
P (-0.46768, -1.21911, -1.54869)  0.23
C (-2.11609, -0.73317, -0.97568)  0.48
C (-2.44231, 0.56808, -0.61182)  0.70
C (-3.71104, 0.86498, -0.13248)  -0.47
C (-4.65594, -0.14243, -0.00984)  -0.86
C (-4.33382, -1.44701, -0.36236)  -0.75
C (-3.06862, -1.74297, -0.84183)  -0.98
C (0.35163, 0.25913, -2.20544)  1.38
C (1.71500, 0.41073, -1.97621)  -0.56
C (2.39681, 1.49055, -2.51640)  -0.65
C (1.71974, 2.42529, -3.28691)  -0.81
C (0.35992, 2.27578, -3.52369)  -0.64
C (-0.32264, 1.19429, -2.98746)  -0.38
H (0.70181, -5.08454, -4.17483)  0.50
H (-0.79245, -4.56362, -6.10272)  0.40
H (-2.26055, -2.58095, -6.01930)  0.43
H (-2.22815, -1.08950, -4.05533)  0.37
H (-1.70371, 1.35159, -0.68277)  -0.24
H (-3.94875, 1.88188, 0.15468)  0.32
H (-5.64424, 0.08715, 0.36751)  0.43
H (-5.06772, -2.23556, -0.25816)  0.41
H (-2.81333, -2.76269, -1.10733)  0.45
H (2.22765, -0.32622, -1.36821)  0.39
H (3.45787, 1.60317, -2.33364)  0.46
H (2.25077, 3.27184, -3.70304)  0.41
H (-0.17102, 3.00219, -4.12546)  0.50
H (-1.38455, 1.09044, -3.17242)  0.17
C (-1.78252, 5.44848, -1.80407)  -1.53
C (-2.17432, 4.71190, -0.54821)  1.20
C (-3.47828, 4.82764, -0.07155)  -1.08
C (-3.86327, 4.15769, 1.07668)  -0.85
C (-2.96815, 3.34678, 1.75417)  -1.03
C (-1.65992, 3.21488, 1.28770)  0.38
N (-0.71081, 2.36100, 1.85516)  -0.05
C (-0.84846, 1.55505, 2.98321)  -0.17
C (-1.32670, 2.06345, 4.19591)  -0.20
C (-1.39626, 1.26420, 5.32141)  -0.59
C (-0.98031, -0.06113, 5.27464)  -0.80
C (-0.49528, -0.56829, 4.08337)  -0.33
C (-0.42210, 0.21463, 2.93382)  0.04
C (0.09668, -0.39753, 1.66550)  1.20
O (0.15185, -1.66995, 1.63074)  -1.19
O (0.38724, 0.32897, 0.69343)  -0.18
C (-1.25031, 3.92519, 0.14028)  1.01
C (0.18431, 3.81424, -0.30867)  -1.55
H (-2.65148, 5.93218, -2.24805)  0.40
H (-1.35389, 4.77414, -2.54820)  0.15
H (-1.03804, 6.22161, -1.60104)  0.37
H (-4.18847, 5.44656, -0.60617)  0.33
H (-4.87899, 4.24817, 1.44137)  0.38
H (-3.29995, 2.78409, 2.61240)  0.51
H (-0.10113, 1.91003, 1.17558)  0.10
H (-1.60541, 3.10597, 4.25425)  0.58
H (-1.76187, 1.68680, 6.24924)  0.39
H (-1.03126, -0.68573, 6.15646)  0.42
H (-0.17074, -1.59691, 4.01046)  0.45
H (0.85683, 3.91315, 0.54616)  0.37
H (0.44119, 4.58504, -1.03120)  0.46
H (0.41316, 2.84924, -0.77034)  0.09

Force components x, y, z for each atom (eV/Å):
-0.2 0.1 -0.2
0.0 -0.1 -0.1
0.0 0.0 0.0
0.0 0.0 0.0
0.0 0.0 0.0
0.0 0.0 0.0
0.0 0.0 0.0
0.0 0.0 0.0
0.0 0.0 0.0
0.0 0.0 0.1
0.0 0.1 0.0
0.0 0.0 -0.1
0.0 0.0 0.0
0.0 0.1 0.0
0.0 0.0 0.0
0.0 0.0 0.0
0.0 0.0 0.0
0.0 0.0 0.0
0.0 0.0 0.0
0.0 0.0 0.1
0.0 0.0 0.0
0.1 -0.1 0.1
0.0 0.0 0.0
0.0 0.0 0.0
0.0 0.0 0.0
0.0 0.0 0.0
0.0 0.0 0.0
0.0 0.0 0.0
0.0 -0.1 0.2
0.0 0.0 -0.1
0.0 0.0 0.0
-0.1 0.0 -0.1
0.0 0.0 0.0
0.0 0.0 0.0
0.0 0.0 0.0
0.0 0.0 -0.1
0.0 0.0 0.0
0.0 0.0 0.0
0.0 0.0 0.0
0.1 0.0 0.0
0.0 0.0 0.0
0.0 0.0 0.0
0.0 0.0 0.0
0.0 0.0 0.0
0.0 0.0 0.0
0.0 0.1 0.0
0.0 -0.2 -0.1
0.0 0.0 0.0
0.0 0.0 0.0
0.0 0.0 0.0
-0.1 0.0 -0.1
0.0 0.0 0.0
0.0 0.0 0.0
0.0 0.0 0.0
0.0 0.0 0.0
0.0 0.0 0.0
0.0 0.0 0.0
0.0 0.0 0.0
0.0 0.1 0.1
0.1 0.2 0.1
0.1 0.0 0.1
-0.1 0.3 0.1
-0.1 0.1 0.0
0.0 0.0 0.0
0.0 0.0 0.0
0.0 0.0 0.0
0.0 0.0 0.0
0.1 0.0 0.0
-0.4 -0.1 -0.1
0.2 0.1 0.1
0.3 -0.2 0.0
0.0 0.0 0.0
0.0 0.0 0.0
0.0 0.0 0.0
0.0 0.0 0.0
0.0 0.0 0.0
0.0 0.0 0.0
0.0 0.0 0.0
0.0 -0.1 0.1
-0.1 0.0 0.0
-0.1 0.0 0.0
0.0 0.0 0.0
0.0 0.0 0.0
0.0 0.0 0.0
0.0 0.0 0.0
0.0 0.0 0.0
-0.1 0.0 0.0